Entry 1:
{
  "formula": "C34H80N6",
  "method": "ωB97M-V with the def2-TZVPD basis set",
  "lumo_ha": 0.0286,
  "orbital_gap_ev": 8.6636,
  "smiles": "c1cc[nH]c1.CCN(CC)CC.CCN(CC)CC.CCN(CC)CC.CCN(CC)CC.CCN(CC)CC",
  "elements": ["N", "C", "C", "C", "C", "H", "H", "H", "H", "H", "C", "C", "N", "C", "C", "C", "C", "H", "H", "H", "H", "H", "H", "H", "H", "H", "H", "H", "H", "H", "H", "H", "C", "C", "N", "C", "C", "C", "C", "H", "H", "H", "H", "H", "H", "H", "H", "H", "H", "H", "H", "H", "H", "H", "C", "C", "N", "C", "C", "C", "C", "H", "H", "H", "H", "H", "H", "H", "H", "H", "H", "H", "H", "H", "H", "H", "C", "C", "N", "C", "C", "C", "C", "H", "H", "H", "H", "H", "H", "H", "H", "H", "H", "H", "H", "H", "H", "H", "C", "C", "N", "C", "C", "C", "C", "H", "H", "H", "H", "H", "H", "H", "H", "H", "H", "H", "H", "H", "H", "H"],
  "positions_angstrom": [[-0.382, 0.034, -0.879], [-1.128, -0.615, 0.038], [-0.216, -1.171, 0.926], [1.077, -0.721, 0.642], [0.931, -0.012, -0.527], [-0.713, 0.679, -1.608], [-2.182, -0.758, -0.093], [-0.520, -1.864, 1.719], [1.978, -1.009, 1.172], [1.740, 0.469, -1.086], [-0.357, 3.798, -1.424], [-1.497, 3.338, -2.278], [-1.267, 1.998, -2.850], [-2.493, 1.512, -3.483], [-3.555, 1.002, -2.511], [-0.095, 2.013, -3.760], [0.239, 0.726, -4.473], [0.063, 2.964, -0.851], [-0.669, 4.516, -0.662], [0.422, 4.306, -1.989], [-2.417, 3.318, -1.699], [-1.744, 4.048, -3.131], [-2.342, 0.677, -4.158], [-2.990, 2.263, -4.143], [-3.133, 0.331, -1.768], [-4.288, 0.456, -3.086], [-4.043, 1.795, -1.987], [-0.197, 2.866, -4.466], [0.731, 2.311, -3.109], [0.357, -0.129, -3.774], [-0.464, 0.502, -5.289], [1.206, 0.851, -4.939], [-5.438, -2.998, -2.113], [-5.452, -3.623, -0.712], [-4.437, -3.213, 0.230], [-4.867, -3.501, 1.602], [-3.884, -2.962, 2.620], [-3.028, -3.566, -0.061], [-2.759, -5.180, -0.012], [-5.320, -1.914, -1.982], [-6.361, -3.181, -2.641], [-4.557, -3.346, -2.646], [-6.392, -3.323, -0.237], [-5.485, -4.727, -0.771], [-5.859, -3.068, 1.788], [-5.015, -4.603, 1.680], [-3.788, -1.945, 2.256], [-4.251, -2.971, 3.644], [-2.895, -3.415, 2.601], [-2.447, -3.025, 0.682], [-2.772, -3.183, -1.050], [-3.663, -5.652, -0.395], [-2.619, -5.516, 1.026], [-1.902, -5.503, -0.599], [3.415, 3.952, -1.218], [4.843, 3.417, -1.170], [5.149, 2.600, 0.004], [6.575, 2.395, 0.233], [6.949, 2.013, 1.644], [4.330, 1.372, 0.189], [4.449, 0.384, -0.956], [3.353, 4.743, -1.956], [3.229, 4.413, -0.266], [2.621, 3.236, -1.435], [5.066, 2.945, -2.129], [5.424, 4.353, -1.176], [7.067, 1.649, -0.436], [7.086, 3.305, -0.048], [8.030, 2.188, 1.690], [6.443, 2.629, 2.350], [6.755, 0.965, 1.893], [3.290, 1.671, 0.334], [4.612, 0.895, 1.126], [4.017, -0.572, -0.730], [5.515, 0.260, -1.152], [4.021, 0.784, -1.867], [-2.645, 2.611, 1.433], [-3.894, 2.579, 2.321], [-5.153, 2.769, 1.557], [-6.265, 3.043, 2.530], [-7.600, 3.411, 1.878], [-5.447, 1.776, 0.545], [-5.982, 0.430, 1.085], [-2.590, 1.789, 0.725], [-1.719, 2.567, 2.007], [-2.617, 3.531, 0.840], [-3.867, 1.602, 2.852], [-3.886, 3.412, 3.018], [-6.462, 2.156, 3.202], [-5.958, 3.834, 3.189], [-7.988, 2.537, 1.348], [-8.329, 3.685, 2.635], [-7.445, 4.238, 1.189], [-4.523, 1.640, -0.023], [-6.166, 2.207, -0.164], [-6.904, 0.533, 1.682], [-5.299, -0.033, 1.803], [-6.165, -0.336, 0.321], [5.428, -3.489, -0.781], [6.138, -3.934, 0.538], [5.867, -3.056, 1.700], [4.464, -3.092, 2.152], [4.279, -2.606, 3.579], [6.338, -1.668, 1.609], [7.760, -1.603, 1.109], [5.586, -4.163, -1.626], [5.742, -2.491, -1.067], [4.365, -3.463, -0.571], [5.801, -4.898, 0.896], [7.212, -4.061, 0.366], [4.054, -4.107, 2.056], [3.829, -2.452, 1.477], [3.203, -2.623, 3.799], [4.690, -1.623, 3.743], [4.811, -3.308, 4.207], [5.575, -1.080, 1.050], [6.313, -1.186, 2.589], [7.789, -1.797, 0.016], [8.185, -0.598, 1.258], [8.373, -2.362, 1.623]]
}

***

Entry 2:
{
  "formula": "C34H82BrN7O2",
  "method": "ωB97M-V with the def2-TZVPD basis set",
  "lumo_ha": 0.0194,
  "orbital_gap_ev": 8.6154,
  "smiles": "N#CO[C@H](CN)OCBr.CCN(CC)CC.CCN(CC)CC.CCN(CC)CC.CCN(CC)CC.CCN(CC)CC",
  "elements": ["N", "C", "O", "C", "C", "N", "O", "C", "Br", "H", "H", "H", "H", "H", "H", "H", "C", "C", "N", "C", "C", "C", "C", "H", "H", "H", "H", "H", "H", "H", "H", "H", "H", "H", "H", "H", "H", "H", "C", "C", "N", "C", "C", "C", "C", "H", "H", "H", "H", "H", "H", "H", "H", "H", "H", "H", "H", "H", "H", "H", "C", "C", "N", "C", "C", "C", "C", "H", "H", "H", "H", "H", "H", "H", "H", "H", "H", "H", "H", "H", "H", "H", "C", "C", "N", "C", "C", "C", "C", "H", "H", "H", "H", "H", "H", "H", "H", "H", "H", "H", "H", "H", "H", "H", "C", "C", "N", "C", "C", "C", "C", "H", "H", "H", "H", "H", "H", "H", "H", "H", "H", "H", "H", "H", "H", "H"],
  "positions_angstrom": [[-1.696, -0.478, 0.379], [-0.786, -1.184, 0.426], [0.258, -1.936, 0.475], [0.863, -2.031, 1.817], [2.056, -1.099, 1.889], [2.251, -0.646, 3.261], [1.273, -3.333, 1.998], [0.282, -4.305, 1.928], [-0.845, -4.317, 3.523], [0.103, -1.740, 2.549], [1.916, -0.285, 1.173], [2.932, -1.666, 1.573], [3.227, -0.426, 3.415], [1.727, 0.204, 3.435], [0.770, -5.270, 1.876], [-0.384, -4.165, 1.083], [0.505, -4.580, -2.309], [0.572, -3.997, -3.713], [-0.717, -3.968, -4.382], [-0.620, -3.673, -5.799], [-0.091, -2.296, -6.219], [-1.782, -3.297, -3.655], [-1.570, -1.829, -3.263], [0.051, -5.572, -2.323], [1.513, -4.667, -1.900], [-0.068, -3.946, -1.631], [1.233, -4.621, -4.320], [1.050, -3.006, -3.657], [-1.605, -3.824, -6.252], [0.024, -4.437, -6.246], [-0.827, -1.507, -6.060], [0.144, -2.306, -7.285], [0.822, -2.025, -5.688], [-1.972, -3.869, -2.744], [-2.698, -3.390, -4.245], [-0.566, -1.656, -2.872], [-2.275, -1.556, -2.476], [-1.732, -1.145, -4.095], [2.707, 3.568, 2.100], [1.581, 4.412, 1.520], [0.784, 3.700, 0.536], [-0.105, 4.562, -0.223], [-1.232, 5.279, 0.531], [0.218, 2.440, 0.984], [-0.696, 2.457, 2.214], [3.335, 3.163, 1.304], [3.329, 4.182, 2.752], [2.330, 2.738, 2.699], [2.019, 5.276, 1.013], [0.980, 4.815, 2.352], [-0.537, 3.967, -1.031], [0.520, 5.318, -0.709], [-2.039, 4.600, 0.805], [-1.662, 6.054, -0.106], [-0.870, 5.764, 1.438], [1.049, 1.759, 1.186], [-0.319, 1.991, 0.146], [-0.302, 3.088, 3.012], [-0.798, 1.444, 2.611], [-1.700, 2.803, 1.973], [7.600, -2.843, 3.375], [7.383, -2.222, 2.004], [6.467, -1.094, 2.027], [6.031, -0.674, 0.708], [7.069, -0.099, -0.263], [6.806, -0.025, 2.953], [8.172, 0.655, 2.798], [6.647, -3.123, 3.827], [8.211, -3.741, 3.278], [8.119, -2.169, 4.056], [6.944, -2.975, 1.344], [8.364, -1.968, 1.571], [5.228, 0.058, 0.843], [5.564, -1.543, 0.233], [7.371, 0.911, 0.010], [6.643, -0.049, -1.266], [7.963, -0.721, -0.317], [6.736, -0.426, 3.967], [6.017, 0.729, 2.885], [8.970, -0.072, 2.641], [8.411, 1.212, 3.705], [8.192, 1.361, 1.969], [-7.169, -2.554, -9.714], [-7.163, -2.878, -8.228], [-5.990, -3.624, -7.810], [-6.106, -4.180, -6.474], [-6.213, -3.208, -5.292], [-4.711, -3.021, -8.141], [-4.412, -1.617, -7.598], [-7.052, -3.462, -10.308], [-8.116, -2.086, -9.985], [-6.374, -1.860, -9.988], [-8.033, -3.501, -8.003], [-7.301, -1.942, -7.663], [-5.254, -4.847, -6.312], [-6.992, -4.823, -6.470], [-5.259, -2.734, -5.063], [-6.526, -3.752, -4.399], [-6.949, -2.424, -5.472], [-4.624, -2.993, -9.230], [-3.924, -3.707, -7.815], [-5.262, -0.942, -7.706], [-3.578, -1.180, -8.150], [-4.127, -1.637, -6.547], [-2.640, 5.432, 9.355], [-2.452, 5.632, 7.859], [-1.188, 5.111, 7.368], [-0.872, 5.541, 6.018], [-1.783, 5.071, 4.878], [-0.922, 3.714, 7.668], [-1.929, 2.667, 7.172], [-1.802, 5.855, 9.910], [-3.555, 5.930, 9.680], [-2.733, 4.379, 9.621], [-2.459, 6.705, 7.647], [-3.324, 5.209, 7.334], [0.156, 5.234, 5.803], [-0.860, 6.635, 6.022], [-1.627, 4.020, 4.640], [-1.563, 5.643, 3.974], [-2.839, 5.218, 5.108], [-0.831, 3.615, 8.752], [0.070, 3.479, 7.274], [-2.959, 2.976, 7.357], [-1.771, 1.725, 7.701], [-1.825, 2.462, 6.107]]
}

***

Entry 3:
{
  "formula": "C34H82N2O12SSi",
  "method": "ωB97M-V with the def2-TZVPD basis set",
  "lumo_ha": -0.0466,
  "orbital_gap_ev": 6.5588,
  "smiles": "C[C@H](O)Cc1ccc(CCO[Si](C)(C)C)c2nsnc12.CCO.CCO.CCO.CCO.CCO.CCO.CCO.CCO.CCO.CCO",
  "elements": ["C", "C", "O", "C", "C", "C", "C", "C", "C", "C", "O", "Si", "C", "C", "C", "C", "N", "S", "N", "C", "H", "H", "H", "H", "H", "H", "H", "H", "H", "H", "H", "H", "H", "H", "H", "H", "H", "H", "H", "H", "H", "H", "C", "C", "O", "H", "H", "H", "H", "H", "H", "C", "C", "O", "H", "H", "H", "H", "H", "H", "C", "C", "O", "H", "H", "H", "H", "H", "H", "C", "C", "O", "H", "H", "H", "H", "H", "H", "C", "C", "O", "H", "H", "H", "H", "H", "H", "C", "C", "O", "H", "H", "H", "H", "H", "H", "C", "C", "O", "H", "H", "H", "H", "H", "H", "C", "C", "O", "H", "H", "H", "H", "H", "H", "C", "C", "O", "H", "H", "H", "H", "H", "H", "C", "C", "O", "H", "H", "H", "H", "H", "H"],
  "positions_angstrom": [[2.683, 1.512, -5.641], [1.233, 1.755, -4.849], [0.669, 3.014, -5.422], [1.595, 1.921, -3.259], [0.339, 1.680, -2.233], [0.025, 2.860, -1.096], [-1.193, 2.698, 0.025], [-2.091, 1.325, -0.027], [-3.312, 1.011, 1.072], [-2.612, -0.005, 2.202], [-1.164, 0.224, 2.100], [-0.227, -1.240, 2.347], [-0.829, -2.779, 1.360], [-0.184, -1.573, 4.263], [1.637, -0.951, 1.798], [-1.857, 0.128, -1.167], [-2.666, -1.144, -1.290], [-1.870, -1.926, -2.636], [-0.583, -0.835, -3.175], [-0.638, 0.356, -2.240], [2.829, 2.318, -6.499], [3.592, 1.593, -4.883], [2.738, 0.445, -6.154], [0.473, 0.885, -5.083], [1.284, 3.768, -5.147], [2.422, 1.099, -3.012], [2.076, 2.962, -2.998], [0.737, 3.811, -1.131], [-1.397, 3.535, 0.822], [-3.680, 1.996, 1.606], [-4.214, 0.438, 0.594], [-3.065, 0.220, 3.277], [-2.970, -1.080, 1.914], [-1.073, -3.621, 2.170], [-1.816, -2.600, 0.750], [0.055, -3.206, 0.703], [0.135, -0.531, 4.752], [0.594, -2.429, 4.460], [-1.284, -1.849, 4.573], [1.868, -1.540, 0.786], [1.876, 0.173, 1.574], [2.323, -1.433, 2.616], [4.611, -5.142, 1.894], [3.616, -4.587, 0.897], [3.606, -3.168, 0.960], [4.356, -4.823, 2.910], [4.627, -6.235, 1.861], [5.618, -4.768, 1.686], [2.607, -4.946, 1.122], [3.871, -4.891, -0.123], [4.504, -2.859, 0.750], [-3.774, 4.902, 3.240], [-4.718, 4.349, 4.288], [-4.224, 3.113, 4.782], [-3.662, 4.194, 2.412], [-4.142, 5.853, 2.845], [-2.775, 5.058, 3.662], [-5.708, 4.174, 3.857], [-4.824, 5.045, 5.126], [-3.348, 3.282, 5.170], [3.664, -2.359, -4.205], [4.668, -2.189, -3.084], [4.320, -1.067, -2.286], [3.631, -1.461, -4.831], [3.921, -3.217, -4.832], [2.656, -2.504, -3.803], [5.671, -2.022, -3.489], [4.698, -3.078, -2.446], [3.432, -1.229, -1.924], [4.401, 4.871, -1.013], [3.660, 5.843, -0.119], [2.376, 5.326, 0.200], [3.839, 4.691, -1.935], [5.391, 5.256, -1.272], [4.519, 3.901, -0.517], [3.525, 6.803, -0.626], [4.209, 6.018, 0.811], [2.507, 4.478, 0.658], [-1.899, -0.101, -7.973], [-1.119, -1.388, -8.148], [-0.306, -1.620, -7.007], [-1.219, 0.745, -7.830], [-2.528, 0.095, -8.846], [-2.536, -0.151, -7.084], [-0.468, -1.325, -9.025], [-1.793, -2.240, -8.278], [-0.894, -1.683, -6.235], [8.903, -4.351, 1.270], [8.603, -3.057, 0.541], [7.206, -2.805, 0.556], [8.375, -5.187, 0.801], [9.976, -4.562, 1.263], [8.560, -4.299, 2.308], [8.927, -3.120, -0.502], [9.117, -2.213, 1.012], [6.929, -2.742, 1.487], [-0.385, 2.394, 7.359], [-0.685, 3.688, 6.631], [-2.082, 3.940, 6.646], [-0.913, 1.558, 6.891], [0.688, 2.183, 7.353], [-0.728, 2.446, 8.398], [-0.360, 3.625, 5.588], [-0.171, 4.532, 7.102], [-2.359, 4.003, 7.576], [4.853, 1.409, 4.580], [4.951, 0.289, 3.565], [6.013, -0.587, 3.910], [5.792, 1.971, 4.625], [4.041, 2.097, 4.326], [4.673, 1.008, 5.583], [5.152, 0.693, 2.568], [4.020, -0.285, 3.523], [5.821, -0.947, 4.793], [-6.768, -2.756, -1.960], [-7.152, -1.422, -1.352], [-6.880, -1.428, 0.042], [-7.322, -3.570, -1.482], [-6.975, -2.769, -3.033], [-5.703, -2.960, -1.803], [-8.220, -1.232, -1.491], [-6.592, -0.604, -1.815], [-5.928, -1.590, 0.154], [-11.783, -0.916, -1.476], [-11.685, -2.035, -2.491], [-10.623, -2.912, -2.146], [-10.844, -0.354, -1.431], [-12.594, -0.228, -1.730], [-11.962, -1.317, -0.473], [-11.484, -1.632, -3.488], [-12.615, -2.610, -2.533], [-10.815, -3.272, -1.263]]
}